{"formula": "C4H8O3", "method": "the ωB97M-V functional and the def2-TZVPD basis", "total_energy_ha": -382.822092, "e_homo_ev": -8.9, "charge": 0, "e_lumo_ev": 0.65, "molar_mass_da": 104.10, "homo_lumo_gap_ev": 9.574, "elements": ["C", "O", "C", "O", "C", "C", "O", "H", "H", "H", "H", "H", "H", "H", "H"], "xyz": [[0.8859, 2.3624, -1.3690], [1.1632, 1.2380, -0.5378], [0.1030, 0.7445, 0.1216], [-1.0106, 1.2088, 0.0374], [0.4825, -0.4764, 0.9084], [-1.3418, -2.4052, -0.0262], [-1.5274, -2.9621, 1.1503], [0.5351, 3.2029, -0.7651], [1.8307, 2.6053, -1.8547], [0.1221, 2.1134, -2.1097], [1.5332, -0.4666, 1.1968], [-0.1675, -0.5727, 1.7806], [-1.9460, -1.4694, 0.0412], [0.3362, -1.3473, 0.2494], [-0.9985, -3.7753, 1.1768]], "mulliken_charge": [-0.604, -0.319, 0.853, -0.569, -1.028, -0.326, -0.318, 0.281, 0.223, 0.284, 0.346, 0.318, 0.194, 0.280, 0.383]}

***

{"formula": "C21H25BrN4O3", "method": "the ωB97M-V functional and the def2-TZVPD basis", "total_energy_ha": -3834.055133, "e_homo_ev": -8.2, "charge": 0, "e_lumo_ev": 0.57, "molar_mass_da": 461.36, "smiles": "CCN(CC)CCNC(=O)[C@@]1(O)c2cc(Br)ccc2NC(=O)N1c1ccccc1", "homo_lumo_gap_ev": 8.805, "elements": ["C", "H", "H", "H", "C", "N", "C", "H", "C", "N", "C", "O", "C", "N", "C", "O", "N", "C", "C", "C", "C", "C", "C", "H", "Br", "H", "H", "H", "C", "C", "C", "C", "C", "C", "H", "H", "H", "H", "H", "O", "H", "H", "H", "H", "H", "C", "C", "H", "H", "H", "H", "H", "H", "H"], "xyz": [[1.0120, -1.1428, 3.7681], [0.0116, -1.4816, 4.0230], [1.4139, -0.5873, 4.6111], [1.6443, -2.0087, 3.5929], [0.9588, -0.2838, 2.5090], [2.2947, 0.0922, 2.0810], [2.4498, 0.2620, 0.6615], [3.5027, 0.4787, 0.4712], [1.5850, 1.3800, 0.0120], [0.4233, 0.8717, -0.6815], [-0.8240, 0.9774, -0.2182], [-1.1547, 1.5128, 0.8227], [-1.9208, 0.4211, -1.1642], [-1.5747, -0.9417, -1.5348], [-1.9411, -1.5273, -2.7204], [-1.8793, -2.7159, -2.9321], [-2.3245, -0.6537, -3.7176], [-2.2586, 0.7163, -3.6336], [-2.4368, 1.5232, -4.7567], [-2.3444, 2.8954, -4.6481], [-2.0733, 3.4628, -3.4127], [-1.9055, 2.6800, -2.2844], [-1.9921, 1.3018, -2.3949], [-1.7210, 3.1379, -1.3246], [-1.9312, 5.3526, -3.2622], [-2.4829, 3.5230, -5.5145], [-2.6529, 1.0676, -5.7110], [-2.5684, -1.0852, -4.5976], [-1.1412, -1.8300, -0.5000], [0.0553, -2.5146, -0.6722], [0.4923, -3.3930, 0.3025], [-0.2564, -3.5855, 1.4514], [-1.4480, -2.9020, 1.6197], [-1.8979, -2.0278, 0.6455], [-2.8381, -1.5129, 0.7619], [-2.0416, -3.0574, 2.5080], [0.0859, -4.2719, 2.2107], [1.4200, -3.9274, 0.1636], [0.6244, -2.3756, -1.5797], [-3.1430, 0.4870, -0.4836], [-2.9581, 0.9215, 0.3728], [0.5787, 0.3457, -1.5282], [2.1816, 1.9497, -0.7052], [1.2159, 2.0575, 0.7842], [2.2097, -0.6897, 0.1770], [2.9196, 1.1411, 2.8722], [4.3706, 0.7871, 3.1901], [4.8136, 1.5521, 3.8227], [4.9590, 0.7084, 2.2797], [4.4117, -0.1674, 3.7068], [2.8857, 2.1135, 2.3589], [2.3704, 1.2488, 3.8083], [0.3100, 0.5890, 2.6802], [0.5100, -0.8750, 1.7093]], "mulliken_charge": [-1.552, 0.439, 0.376, 0.367, 1.513, 0.377, -0.852, 0.264, -0.835, 0.107, 0.368, -0.713, 0.843, 0.422, 0.347, -0.675, -0.049, 0.109, -0.737, -0.510, -0.392, -0.520, 0.119, 0.635, -0.207, 0.418, 0.398, 0.282, -0.276, -0.064, -0.796, -0.506, -0.895, -0.201, 0.518, 0.452, 0.481, 0.384, 0.493, -0.730, 0.463, 0.320, 0.382, 0.510, 0.410, -0.550, -1.310, 0.425, 0.292, 0.296, 0.308, 0.438, 0.154, -1.338]}

***

{"formula": "C12H30F2K3NO10S2", "method": "the ωB97M-V functional and the def2-TZVPD basis", "total_energy_ha": -4077.560087, "e_homo_ev": -11.4, "charge": 2, "e_lumo_ev": -7.24, "molar_mass_da": 567.79, "homo_lumo_gap_ev": 4.136, "elements": ["K", "K", "K", "N", "S", "O", "O", "F", "S", "O", "O", "F", "C", "O", "C", "C", "O", "C", "H", "H", "H", "H", "H", "H", "H", "H", "H", "H", "C", "O", "C", "C", "O", "C", "H", "H", "H", "H", "H", "H", "H", "H", "H", "H", "C", "O", "C", "C", "O", "C", "H", "H", "H", "H", "H", "H", "H", "H", "H", "H"], "xyz": [[-13.9994, 1.7002, -2.7290], [-4.0208, 4.2044, 0.8591], [-5.4078, 0.8549, -2.3417], [-8.4444, 2.9749, 0.3566], [-9.6399, 4.2517, 0.1480], [-9.8249, 5.0407, 1.3883], [-10.7088, 4.0538, -0.7983], [-8.6893, 5.2068, -0.7226], [-9.4828, 1.9586, 0.6992], [-10.0305, 1.3002, -0.4327], [-10.4592, 2.1253, 1.7805], [-8.4626, 0.8434, 1.3280], [-6.0267, 6.7118, 4.8079], [-5.8374, 5.3870, 5.2156], [-6.0496, 5.1300, 6.5772], [-6.3966, 3.6465, 6.8411], [-5.1930, 2.9297, 6.6979], [-5.2523, 1.5361, 6.7959], [-5.8805, 6.9192, 3.7479], [-5.4430, 7.4624, 5.3409], [-7.0074, 7.0601, 5.1320], [-6.9866, 5.5645, 6.9257], [-5.1752, 5.4482, 7.1448], [-7.3378, 3.2996, 6.4147], [-6.5664, 3.5341, 7.9119], [-4.4354, 0.8808, 7.0980], [-5.7121, 1.0713, 5.9238], [-6.0147, 1.3224, 7.5449], [-13.7115, 14.8687, -6.0955], [-12.4406, 15.1037, -5.4773], [-11.4295, 14.1181, -5.3862], [-11.5568, 13.3915, -4.0417], [-10.6279, 12.3241, -3.9125], [-11.0166, 11.0884, -4.5675], [-13.7065, 14.2011, -6.9571], [-14.0577, 15.8788, -6.3142], [-14.3926, 14.2930, -5.4687], [-10.5311, 14.7292, -5.4724], [-11.5352, 13.4652, -6.2526], [-12.5674, 13.0123, -3.8906], [-11.3927, 14.1479, -3.2742], [-12.0663, 10.8140, -4.4635], [-10.3860, 10.2256, -4.3530], [-10.8193, 11.1302, -5.6387], [-15.6369, 2.9854, 1.9287], [-15.8412, 1.7224, 1.1825], [-16.0463, 0.6611, 2.1202], [-16.3231, -0.7138, 1.4311], [-15.2834, -0.9305, 0.5437], [-15.2978, -2.1989, -0.1226], [-16.2209, 3.0058, 2.8489], [-15.8639, 3.8484, 1.3029], [-14.6448, 2.9442, 2.3782], [-16.9146, 0.8882, 2.7387], [-15.2342, 0.4885, 2.8265], [-17.2726, -0.6234, 0.9035], [-16.2657, -1.4865, 2.1978], [-14.2801, -2.4295, -0.4378], [-15.8535, -2.1500, -1.0591], [-15.7100, -3.0926, 0.3459]], "mulliken_charge": [0.984, 0.988, 0.986, -0.315, 1.035, -0.514, -0.516, -0.263, 1.097, -0.615, -0.549, -0.332, -0.733, -0.224, -0.496, -0.655, -0.325, -0.781, 0.199, 0.331, 0.314, 0.361, 0.317, 0.410, 0.385, 0.297, 0.299, 0.305, -0.667, -0.354, -0.349, -0.335, -0.359, -0.745, 0.309, 0.230, 0.279, 0.210, 0.339, 0.309, 0.256, 0.314, 0.273, 0.292, -0.730, -0.315, -0.590, -0.525, -0.242, -0.826, 0.313, 0.254, 0.315, 0.416, 0.362, 0.325, 0.362, 0.266, 0.309, 0.316]}

***

{"formula": "C28H51N3O12P4", "method": "the ωB97M-V functional and the def2-TZVPD basis", "total_energy_ha": -3530.114264, "e_homo_ev": -8.9, "charge": 0, "e_lumo_ev": -1.85, "molar_mass_da": 745.62, "smiles": "NCCCCCC1=C(P(N)O)C(=O)C([PH2]=O)=C(c2cccnc2)C1=O.CCOP(=O)(OCC)OCC.CCOP(=O)(OCC)OCC", "homo_lumo_gap_ev": 7.017, "elements": ["N", "C", "C", "C", "C", "C", "C", "C", "P", "N", "O", "C", "O", "C", "P", "O", "C", "C", "C", "C", "C", "N", "C", "C", "O", "H", "H", "H", "H", "H", "H", "H", "H", "H", "H", "H", "H", "H", "H", "H", "H", "H", "H", "H", "H", "H", "O", "P", "O", "C", "C", "O", "C", "C", "O", "C", "C", "H", "H", "H", "H", "H", "H", "H", "H", "H", "H", "H", "H", "H", "H", "H", "O", "P", "O", "C", "C", "O", "C", "C", "O", "C", "C", "H", "H", "H", "H", "H", "H", "H", "H", "H", "H", "H", "H", "H", "H", "H"], "xyz": [[-6.0392, 3.1258, -1.4334], [-5.0130, 2.6070, -0.5157], [-3.6192, 3.1474, -0.8239], [-2.8482, 2.4179, -1.9353], [-2.0833, 1.1618, -1.4620], [-2.8428, -0.1764, -1.6771], [-3.1354, -0.4413, -3.1356], [-2.2375, -0.8380, -4.0567], [-0.4458, -1.1300, -3.6764], [-0.0335, -2.4386, -4.7393], [-0.3139, -1.7855, -2.1633], [-2.6658, -1.0215, -5.4877], [-1.8725, -0.9614, -6.3909], [-4.1145, -1.2901, -5.7597], [-4.6728, -2.1154, -7.2845], [-5.2876, -1.1564, -8.2327], [-5.0138, -0.9077, -4.8497], [-6.4903, -1.1291, -4.9616], [-7.0756, -2.0972, -4.1505], [-8.4574, -2.2221, -4.2854], [-9.0909, -1.3846, -5.1947], [-8.5312, -0.4861, -5.9928], [-7.2074, -0.3594, -5.8710], [-4.5434, -0.2026, -3.5949], [-5.3182, 0.5075, -3.0105], [-5.6473, 3.2391, -2.3605], [-6.7893, 2.4517, -1.5039], [-5.2859, 2.9485, 0.4903], [-5.0693, 1.5119, -0.4843], [-3.7674, 4.1839, -1.1527], [-3.0479, 3.2048, 0.1055], [-3.4605, 2.2262, -2.8185], [-2.0708, 3.1141, -2.2705], [-1.7312, 1.2571, -0.4338], [-1.1986, 1.1044, -2.1092], [-2.3620, -1.0034, -1.1620], [-3.8150, -0.0436, -1.1920], [0.5012, -3.1098, -4.1908], [-0.8591, -2.9601, -5.0282], [-0.9287, -2.5183, -2.0072], [-5.6681, -3.0249, -6.8671], [-3.5735, -2.7545, -7.8896], [-6.5025, -2.7092, -3.4658], [-9.0161, -2.9249, -3.6820], [-10.1741, -1.4744, -5.2635], [-6.7091, 0.3811, -6.4842], [-0.8326, -0.4467, 2.9288], [-0.1700, -1.7850, 2.9615], [0.7336, -1.5874, 4.3347], [0.1603, -1.0004, 5.4969], [-0.7428, -1.9711, 6.2381], [0.9538, -1.5927, 1.7891], [0.6440, -0.8037, 0.6299], [1.3195, 0.5516, 0.7333], [0.1187, -3.3936, 2.9723], [1.4918, -3.8261, 3.2019], [1.5752, -4.5592, 4.5198], [-0.3850, -0.0899, 5.2447], [0.9898, -0.7042, 6.1412], [-1.4807, -2.4169, 5.5659], [-1.2665, -1.4655, 7.0500], [-0.1640, -2.7900, 6.6668], [-0.4342, -0.6943, 0.5078], [1.0146, -1.3358, -0.2422], [1.1288, 1.0272, 1.6951], [0.9796, 1.2192, -0.0609], [2.4014, 0.4366, 0.6490], [2.1882, -2.9963, 3.1803], [1.7590, -4.5023, 2.3889], [1.2705, -3.9157, 5.3423], [2.5966, -4.8987, 4.7007], [0.9122, -5.4258, 4.5222], [4.7713, 2.2830, 2.7951], [6.2041, 2.2695, 3.1837], [7.0180, 2.5223, 1.7908], [6.5627, 3.5054, 0.8650], [6.9060, 4.9133, 1.3172], [6.4388, 0.6545, 3.3997], [5.3589, -0.1836, 3.8194], [4.8312, -0.9900, 2.6515], [7.4010, 2.6338, 4.1937], [8.7258, 2.1147, 3.9774], [9.6729, 3.2480, 3.6575], [5.4892, 3.4101, 0.6939], [7.0548, 3.2933, -0.0848], [6.5719, 5.0922, 2.3424], [6.4422, 5.6510, 0.6620], [7.9848, 5.0739, 1.2985], [4.5618, 0.4055, 4.2722], [5.7452, -0.8534, 4.5904], [4.6255, -0.3634, 1.7843], [3.9173, -1.5210, 2.9224], [5.5763, -1.7230, 2.3343], [8.7465, 1.3634, 3.1930], [9.0250, 1.6276, 4.9060], [9.3605, 3.7730, 2.7560], [10.6839, 2.8665, 3.5070], [9.6908, 3.9767, 4.4691]], "mulliken_charge": [-0.736, -0.168, -1.131, -0.523, -0.395, -1.237, 0.000, 1.414, 0.048, -0.616, -0.314, -0.204, -0.539, 0.644, 0.420, -0.640, 0.433, -0.554, -0.273, -0.612, -0.235, -0.631, -0.099, -0.312, -0.532, 0.266, 0.294, 0.377, 0.129, 0.481, 0.387, 0.118, 0.398, 0.706, 0.205, 0.385, 0.294, 0.303, 0.281, 0.322, 0.058, 0.085, 0.487, 0.387, 0.362, 0.493, -0.803, 1.269, -0.245, -0.396, -1.038, -0.252, -0.139, -1.242, -0.507, 0.776, -1.165, 0.357, 0.285, 0.256, 0.390, 0.272, 0.092, 0.406, 0.301, 0.409, 0.269, -0.511, 0.412, 0.121, 0.380, 0.328, -0.742, 1.141, -0.307, -0.294, -0.976, -0.393, -0.541, -0.391, -0.398, -0.146, -1.027, 0.311, 0.296, 0.266, 0.385, 0.239, 0.367, 0.386, 0.156, -0.233, 0.373, 0.302, 0.376, 0.132, 0.366, 0.301]}